Entry from OMol25: a molecular structure, C24H32N5OPPtSe3Te2 (ωB97M-V/def2-TZVPD).

```
69
Properties=species:S:1:pos:R:3
C -1.980 1.013 -1.587
H 0.603 -1.676 3.490
C -3.676 -0.390 1.250
C -3.216 0.591 0.307
Pt -2.111 -1.963 -0.661
H -3.362 -3.608 1.689
Se -4.601 -1.487 -2.403
H -5.508 1.668 3.259
N 1.881 0.400 1.300
H 3.764 1.463 -2.611
H -1.356 0.605 -2.372
H -4.694 3.345 1.666
C 2.870 -2.143 -1.419
N 3.105 -0.875 -0.704
H 0.431 -2.193 1.812
H 2.705 -1.522 1.627
H 2.168 3.175 0.453
H 0.897 1.574 2.729
C 2.270 3.027 -2.889
H 0.200 1.697 1.111
N 2.455 1.630 -0.958
H 4.682 -2.325 -2.589
C -3.574 1.929 0.458
H 4.624 -0.248 0.628
C -0.284 -0.170 2.152
C 2.701 1.635 -2.421
N -2.436 0.153 -0.703
C -4.866 1.381 2.435
H 5.001 -0.002 -1.079
H 4.883 -2.644 0.439
C 5.086 -2.089 -0.481
Se -1.457 -4.194 -0.289
C -4.946 -1.010 3.180
H 3.404 4.138 -1.416
C -3.706 -2.602 1.894
C 4.284 -2.685 -1.638
H 2.892 3.397 -3.703
C -3.083 2.838 -0.497
C 4.514 -0.679 -0.368
H 2.332 -1.975 -2.352
H 2.260 -2.822 -0.819
C 1.858 2.909 -0.558
Te -4.681 -3.770 -3.194
H 4.304 -3.774 -1.657
N -3.282 -1.673 1.061
C -4.550 -2.304 2.973
H -0.881 -0.409 1.271
H -0.955 0.059 2.982
O 0.610 -0.303 -0.916
P 1.899 0.175 -0.364
H 1.778 4.790 -1.666
C -4.419 2.304 1.558
H -5.600 -0.753 4.005
H 2.586 -0.491 3.054
C 0.644 1.008 1.828
H 6.162 -2.093 -0.650
C 2.365 3.873 -1.621
C -2.285 2.381 -1.513
H 0.759 2.879 -0.588
C -4.504 -0.004 2.302
Se -0.928 -2.247 -2.731
H 2.137 0.848 -2.927
H 1.237 3.002 -3.242
H -1.895 3.051 -2.266
H -4.872 -3.103 3.625
Te -2.044 -4.458 -2.854
C 2.075 -0.798 2.137
C 0.668 -1.344 2.453
H -3.341 3.887 -0.421
```

Computed properties:
Energy relative to the best compared isomer or geometry (same formula, charge and spin)   0.00 kcal per mole
Orbital gap   0.20385 Ha
E_HOMO   -6.143 eV
Net charge   0
LUMO energy   -0.5958 eV